Record 1
65
Properties=species:S:1:pos:R:3 method="wB97M-V/def2-TZVPD" homo_lumo_gap_ev=8.3 charge=+1
Tl 10.08 13.10 12.04
O 8.30 15.89 15.81
C 8.48 15.38 14.61
O 8.39 14.19 14.36
C 8.79 16.40 13.57
C 8.54 17.78 13.81
C 8.80 18.71 12.83
C 9.32 18.20 11.65
C 9.50 16.83 11.51
N 9.31 15.88 12.45
C 10.04 16.23 10.20
O 9.45 16.71 9.08
O 10.90 15.40 10.17
H 7.83 15.34 16.44
H 8.16 18.09 14.80
H 8.62 19.77 12.97
H 9.61 18.91 10.85
H 8.63 17.19 9.28
C 7.44 12.61 6.54
N 8.52 12.02 7.33
C 9.79 11.95 6.62
C 8.58 12.30 8.73
N 9.63 12.58 9.41
N 7.37 12.08 9.36
C 6.90 12.69 10.47
N 5.74 12.08 10.95
N 7.49 13.63 11.10
H 7.21 11.93 5.72
H 7.70 13.60 6.12
H 6.57 12.68 7.16
H 9.59 11.65 5.59
H 10.45 11.33 7.15
H 10.24 12.96 6.56
H 10.37 12.89 8.83
H 6.85 11.29 8.97
H 5.13 11.53 10.37
H 5.24 12.55 11.72
H 6.91 14.22 11.74
C 10.68 9.40 10.92
C 9.28 9.56 11.39
N 8.88 10.44 12.21
C 7.55 10.22 12.51
C 7.18 9.12 11.82
N 8.27 8.73 11.11
C 8.33 7.68 10.13
N 8.23 8.14 8.77
N 9.30 8.38 7.99
N 8.89 8.85 6.89
C 7.52 8.88 6.86
C 6.60 9.31 5.91
C 5.28 9.20 6.25
C 4.81 8.75 7.52
C 5.72 8.38 8.46
C 7.08 8.49 8.14
H 11.29 10.26 11.30
H 10.78 9.48 9.89
H 11.11 8.45 11.19
H 7.01 10.88 13.16
H 6.22 8.52 11.69
H 7.56 6.95 10.38
H 9.32 7.22 10.09
H 6.95 9.71 4.95
H 4.49 9.43 5.55
H 3.75 8.79 7.70
H 5.45 8.05 9.50

***

Record 2
68
Properties=species:S:1:pos:R:3 method="wB97M-V/def2-TZVPD" s2=6.0522 homo_lumo_gap_ev="7.7 / 5.3" charge=+2 spin_multiplicity=5
Pd -0.13 -0.14 2.84
N 2.28 -3.47 4.33
C 1.60 -2.34 4.23
S -0.09 -2.28 4.25
N 2.42 -1.21 4.23
N 1.69 -0.12 4.07
C 2.03 0.98 4.64
C 1.03 2.04 4.66
C 1.31 3.27 5.23
C 0.28 4.21 5.32
C -0.97 3.86 4.87
C -1.17 2.60 4.31
N -0.20 1.70 4.20
H 1.80 -4.35 4.44
H 3.28 -3.44 4.47
H 2.95 1.06 5.21
H 2.30 3.49 5.59
H 0.47 5.18 5.75
H -1.80 4.55 4.93
H -2.14 2.31 3.94
N -1.88 0.51 1.50
C -1.32 1.49 0.52
C -2.37 2.45 -0.03
C -3.00 2.01 -1.36
C -2.40 2.77 -2.55
N -0.94 2.59 -2.67
C -0.33 1.68 -3.41
N -1.01 0.76 -4.10
N 1.01 1.63 -3.45
C -0.14 2.20 1.24
O -0.16 3.40 1.43
O 0.80 1.38 1.56
H -2.36 -0.25 1.03
H -2.59 0.97 2.07
H -0.87 0.89 -0.28
H -1.89 3.43 -0.15
H -3.13 2.62 0.72
H -4.08 2.21 -1.37
H -2.89 0.93 -1.52
H -2.56 3.84 -2.42
H -2.87 2.51 -3.49
H -0.36 3.24 -2.16
H -2.01 0.85 -4.19
H -0.53 0.19 -4.79
H 1.55 2.38 -3.05
H 1.48 1.04 -4.11
O 3.38 -2.16 -5.97
S 1.93 -2.17 -6.10
O 1.37 -0.85 -5.81
O 1.52 -2.65 -7.40
C 1.28 -3.26 -4.84
N 1.02 -4.49 -5.20
C 0.55 -5.28 -4.23
C 0.35 -4.81 -2.94
C 0.67 -3.48 -2.69
N 1.14 -2.70 -3.65
C 0.54 -2.85 -1.36
C 1.41 -1.81 -1.01
C 1.28 -1.20 0.22
N 0.34 -1.56 1.10
C -0.48 -2.57 0.78
C -0.42 -3.23 -0.43
H 0.34 -6.30 -4.50
H 0.00 -5.48 -2.16
H 2.18 -1.50 -1.70
H 1.92 -0.38 0.51
H -1.21 -2.85 1.53
H -1.13 -4.02 -0.64

***

Record 3
53
Properties=species:S:1:pos:R:3 method="wB97M-V/def2-TZVPD" homo_lumo_gap_ev=8.6 smiles="C[C@@H](NC1CCCCC1)C(=O)NN=C(c1ccccc1)c1ccccc1"
C -1.51 -0.93 -3.10
H -0.49 -1.17 -2.83
H -2.03 -1.85 -3.35
H -1.51 -0.26 -3.96
C -2.23 -0.26 -1.91
N -2.30 -1.21 -0.82
H -1.35 -1.45 -0.54
C -3.07 -0.87 0.37
C -4.52 -0.53 0.03
C -5.34 -0.41 1.31
C -4.75 0.68 2.21
C -3.29 0.38 2.53
C -2.48 0.24 1.24
H -2.51 1.19 0.70
H -1.44 0.02 1.48
H -2.87 1.18 3.15
H -3.22 -0.55 3.10
H -5.33 0.75 3.14
H -4.82 1.64 1.70
H -6.37 -0.17 1.07
H -5.33 -1.36 1.85
H -4.56 0.42 -0.50
H -4.93 -1.31 -0.61
H -3.07 -1.80 0.96
C -1.54 1.06 -1.61
O -2.05 2.15 -1.82
N -0.28 1.01 -1.08
N 0.38 -0.12 -0.80
C 1.54 -0.09 -0.27
C 2.20 -1.37 0.02
C 1.50 -2.58 -0.09
C 2.12 -3.78 0.18
C 3.45 -3.80 0.57
C 4.16 -2.61 0.68
C 3.54 -1.41 0.41
H 4.10 -0.49 0.49
H 5.19 -2.63 0.98
H 3.93 -4.74 0.79
H 1.57 -4.70 0.09
H 0.47 -2.56 -0.40
C 2.26 1.16 0.07
C 2.65 2.05 -0.93
C 3.29 3.23 -0.60
C 3.53 3.54 0.73
C 3.14 2.67 1.73
C 2.51 1.48 1.41
H 2.20 0.80 2.18
H 3.33 2.91 2.76
H 4.03 4.47 0.98
H 3.59 3.91 -1.38
H 2.46 1.80 -1.96
H 0.15 1.92 -0.87
H -3.25 -0.02 -2.22

***

Record 4
61
Properties=species:S:1:pos:R:3 method="wB97M-V/def2-TZVPD" homo_lumo_gap_ev=4.8 charge=-2
Sn 0.14 0.50 -0.39
C 3.12 -2.56 0.59
C 2.66 -2.44 2.05
S 1.87 -0.86 2.47
C 0.25 -1.31 3.16
C -0.55 -2.40 2.47
S -1.01 -2.20 0.71
C -0.50 -4.16 0.37
C 0.98 -4.44 0.10
S 1.92 -3.05 -0.68
H 3.47 -1.59 0.24
H 3.96 -3.26 0.55
H 1.98 -3.24 2.34
H 3.55 -2.52 2.68
H 0.40 -1.59 4.20
H -0.30 -0.37 3.13
H -0.03 -3.35 2.56
H -1.49 -2.49 3.03
H -0.86 -4.81 1.19
H -1.10 -4.37 -0.52
H 1.51 -4.68 1.03
H 1.14 -5.27 -0.58
N -3.86 2.40 -0.65
C -2.67 1.76 -0.87
O -1.62 2.29 -0.53
C -2.75 0.40 -1.53
C -1.38 -0.04 -2.03
H -3.82 3.11 0.07
H -4.69 1.82 -0.64
H -3.54 0.43 -2.28
H -3.07 -0.28 -0.73
H -1.11 0.53 -2.92
H -1.39 -1.11 -2.27
N -1.32 -0.17 1.07
C -2.22 0.35 1.90
C -3.34 -0.41 2.39
C -4.29 0.14 3.25
C -4.21 1.46 3.68
C -3.12 2.23 3.24
C -2.16 1.71 2.39
H -3.44 -1.43 2.05
H -5.12 -0.47 3.58
H -4.95 1.89 4.35
H -3.02 3.25 3.59
H -1.32 2.31 2.05
O 4.44 1.93 -0.29
C 3.57 2.57 -0.87
N 2.26 2.68 -0.53
S 1.40 3.44 -1.64
O 0.68 4.58 -1.13
O 0.65 2.52 -2.49
C 2.80 4.01 -2.62
C 2.88 4.84 -3.73
C 4.13 5.07 -4.28
C 5.27 4.46 -3.74
C 5.16 3.61 -2.65
C 3.92 3.41 -2.09
H 1.99 5.29 -4.15
H 4.23 5.72 -5.14
H 6.24 4.65 -4.19
H 6.03 3.11 -2.22

***

Record 5
59
Properties=species:S:1:pos:R:3 method="wB97M-V/def2-TZVPD" homo_lumo_gap_ev=8.3
C 6.71 -0.02 0.89
C 5.37 -0.14 -0.05
H 5.57 -0.66 -1.05
H 4.96 0.82 -0.17
O 4.62 -0.88 0.48
C 4.78 -2.27 0.55
O 5.62 -2.75 -0.05
C 3.77 -3.18 1.24
N 2.57 -2.48 1.56
C 1.41 -2.18 0.79
C 1.16 -2.80 -0.44
C 0.03 -2.33 -1.08
C -0.91 -1.32 -0.39
C -0.78 -1.21 1.10
C 0.54 -1.52 1.45
O 1.07 -1.24 2.95
C 2.26 -1.66 2.89
O 3.03 -1.75 3.89
H -1.56 -0.68 1.58
S -2.52 -1.02 -0.92
O -3.51 -1.72 -0.48
O -2.28 -1.24 -2.27
N -2.76 0.52 -0.66
C -3.55 1.02 0.55
H -3.34 0.28 1.05
H -3.43 2.11 0.54
C -5.02 1.06 0.04
N -5.70 1.46 -1.08
C -5.42 3.08 -0.84
H -6.19 3.56 -1.64
H -5.82 3.27 -0.02
H -4.40 3.40 -1.29
C -5.32 1.08 -2.35
H -5.95 1.59 -3.11
H -5.26 0.08 -2.35
H -4.38 1.24 -2.66
H -5.25 -0.20 -0.28
H -5.67 1.22 1.22
C -1.75 1.47 -1.32
C -0.37 1.35 -0.51
C 0.59 0.99 -1.10
C 1.93 0.70 -0.29
C 2.10 1.29 0.77
C 1.01 2.04 1.34
C -0.18 1.93 0.60
H -1.23 2.63 1.06
H 0.97 2.45 2.33
H 2.85 1.35 1.25
H 2.68 0.18 -1.13
H 0.66 0.38 -2.15
H -2.20 2.48 -1.40
H -1.66 1.13 -2.42
H -0.50 -2.44 -2.17
H 1.82 -3.04 -1.01
H 3.40 -3.97 0.94
H 4.11 -3.38 2.51
H 7.33 -0.96 0.83
H 7.50 0.65 0.42
H 6.47 0.23 1.84

***

Record 6
56
Properties=species:S:1:pos:R:3 method="wB97M-V/def2-TZVPD" homo_lumo_gap_ev=8.2 smiles="C[C@H](CCc1ccccc1)NC(=O)C1CCN(c2nnc(-n3cccc3)s2)CC1"
C -1.67 -0.40 -3.92
H -1.65 -1.43 -3.58
H -0.76 -0.20 -4.48
H -2.52 -0.27 -4.59
C -1.80 0.55 -2.73
N -0.65 0.39 -1.86
C -0.76 0.22 -0.52
O -1.83 0.17 0.05
C 0.58 0.03 0.19
C 0.92 -1.47 0.18
H 0.11 -2.02 0.65
C 2.22 -1.70 0.97
N 2.09 -1.20 2.31
C 1.75 -1.99 3.34
N 1.41 -1.56 4.51
N 1.20 -2.52 5.41
C 1.38 -3.71 4.96
N 1.24 -4.84 5.70
C 1.42 -6.13 5.26
C 1.18 -6.97 6.30
C 0.84 -6.17 7.42
C 0.88 -4.87 7.02
H 0.69 -3.96 7.55
H 0.60 -6.53 8.40
H 1.24 -8.04 6.28
H 1.70 -6.33 4.25
S 1.85 -3.76 3.25
C 1.79 0.22 2.38
H 2.62 0.76 1.93
C 0.49 0.53 1.63
H -0.35 0.03 2.12
H 0.31 1.60 1.65
H 1.70 0.49 3.43
H 3.04 -1.17 0.48
H 2.46 -2.76 1.00
H 1.04 -1.83 -0.84
H 1.36 0.58 -0.35
H 0.26 0.42 -2.29
C -1.98 2.02 -3.15
H -2.14 2.60 -2.24
C -0.79 2.61 -3.92
C -1.07 4.05 -4.23
C -1.67 4.41 -5.43
C -1.95 5.74 -5.71
C -1.64 6.72 -4.79
C -1.04 6.37 -3.59
C -0.76 5.05 -3.32
H -0.29 4.78 -2.38
H -0.79 7.14 -2.87
H -1.86 7.76 -5.01
H -2.42 6.00 -6.65
H -1.92 3.65 -6.15
H -0.64 2.06 -4.84
H 0.11 2.54 -3.31
H -2.88 2.10 -3.76
H -2.67 0.26 -2.13

***

Record 7
58
Properties=species:S:1:pos:R:3 method="wB97M-V/def2-TZVPD" homo_lumo_gap_ev=8.4 smiles=CCCC[C@H](c1nnnn1Cc1ccco1)N1CCN(c2nc3ccccc3s2)CC1
C 0.46 -2.69 1.98
C -0.52 -1.68 2.57
C -0.19 -0.24 2.18
C -0.55 0.05 0.72
H -1.63 -0.05 0.61
H -0.05 -0.67 0.08
C -0.12 1.46 0.29
C -0.95 2.50 0.95
N -2.06 2.35 1.64
N -2.45 3.56 2.00
N -1.67 4.45 1.56
N -0.69 3.83 0.89
C 0.40 4.54 0.26
C 1.69 4.27 0.97
C 2.80 3.57 0.60
C 3.69 3.64 1.70
C 3.05 4.36 2.65
O 1.84 4.75 2.23
H 3.34 4.66 3.64
H 4.66 3.20 1.76
H 2.96 3.09 -0.34
H 0.48 4.21 -0.77
H 0.14 5.60 0.32
N -0.12 1.75 -1.15
C 0.90 1.04 -1.92
H 1.53 1.79 -2.43
C 0.29 0.11 -2.98
N -0.92 -0.50 -2.48
C -0.90 -1.76 -2.02
N 0.12 -2.54 -2.08
C -0.16 -3.77 -1.55
C 0.74 -4.83 -1.45
C 0.32 -6.01 -0.87
C -0.97 -6.15 -0.39
C -1.88 -5.12 -0.48
C -1.47 -3.93 -1.06
S -2.38 -2.46 -1.30
H -2.89 -5.22 -0.11
H -1.28 -7.09 0.06
H 1.02 -6.83 -0.79
H 1.75 -4.70 -1.83
C -1.99 0.43 -2.20
H -2.60 0.04 -1.39
C -1.40 1.80 -1.82
H -1.25 2.40 -2.73
H -2.11 2.33 -1.19
H -2.63 0.54 -3.09
H 0.99 -0.69 -3.23
H 0.04 0.67 -3.89
H 1.53 0.47 -1.25
H 0.92 1.62 0.62
H -0.76 0.44 2.82
H 0.87 -0.05 2.34
H -0.49 -1.76 3.66
H -1.53 -1.92 2.25
H 1.47 -2.49 2.32
H 0.45 -2.67 0.89
H 0.19 -3.70 2.29

***

For the records above, the corresponding DFT total energy values read -1930.16502; -2756.75098; -1094.03761; -3126.76907; -1867.57980; -1601.74625; -1711.22074 hartree.
For the records above, the corresponding ΔE to the lowest compared entry with this formula, charge and spin values read 37.4; 9.8; 137.6; 9.7; 2376.6; 35.7; 60.2 kJ/mol.